Entry w
The following is a DFT calculation (the ωB97M-V functional and the def2-TZVPD basis) of 2 unconnected molecules or ions with the total composition C5H11NP.

The value obtained for the gap between HOMO and LUMO (spin up / spin down) is 6.87 / 9.15 eV. As for the lowest unoccupied orbital energy (spin up / spin down): -0.195 / -0.139 Eh.

```
! wB97M-V def2-TZVPD RIJCOSX def2/J DEFGRID3
* xyz 1 1
C -2.06307 3.17054 -0.92334
C -1.56814 2.14172 -1.53233
C -0.37689 1.40306 -0.88104
C -0.54642 0.82581 0.23570
C 1.37061 -1.37148 0.54173
N 1.74865 -2.20629 1.91339
P 0.89999 -2.33874 -0.93355
H -2.88654 3.73025 -1.19605
H -1.59739 3.63748 0.00245
H -1.88093 1.73448 -2.47586
H 0.58563 1.52054 -1.36700
H -1.48154 0.55096 0.68195
H 2.20292 -0.63744 0.47206
H 1.04269 -2.12818 2.64610
H 2.01670 -3.19020 1.92056
H 2.62863 -1.81140 2.26832
H 0.21316 -3.26651 -0.14844
H -0.30806 -1.76460 -1.22467
*
```

***

Entry x
The following is a DFT calculation (the ωB97M-V functional and the def2-TZVPD basis) of a molecular structure, C5H11NP.

The value obtained for the gap between HOMO and LUMO is 8.71 eV. As for the lowest unoccupied orbital energy: -0.169 Eh.

```
! wB97M-V def2-TZVPD RIJCOSX def2/J DEFGRID3
* xyz 1 1
C -2.19790 0.02552 0.74487
C 0.79703 -0.51694 -1.92775
C 1.75357 1.72737 -0.54173
C 1.25413 -0.91274 0.95117
C -3.05424 0.40107 1.63618
N -1.29284 -0.32995 0.04325
P 0.83233 0.34189 -0.36337
H 1.70127 -0.98816 -1.94369
H 0.51163 0.31657 -2.62236
H -0.02264 -1.25940 -2.16699
H 2.08404 2.26258 0.32992
H -1.05625 -1.40426 -0.10931
H 1.65720 2.28348 -1.50564
H 0.30336 -1.35398 1.22614
H 1.63072 -0.43715 1.86556
H 1.97180 -1.66629 0.66581
H -4.03970 0.61779 1.22800
H -2.83351 0.89262 2.48993
*
```

***

Ranking the structures above by energy, entry x is first and the second is 334.9 kJ/mol behind.